Formula: C2H3BrSi
Source: the OMol25 dataset
Level of theory: ωB97M-V/def2-TZVPD

Properties
* 2S+1: 1
* Kohn-Sham gap: 10.426 eV
* HOMO: -0.3757 Eh
* energy: -2941.45850 Ha
* structure (SMILES): C#C[SiH2]Br
* ΔE to the lowest compared entry with this formula, charge and spin: 2.4 kcal/mol

Each atom is followed by the atoms it is bonded to, with distances in Å.
Positions of all 7 atoms, in Å:
1 C -0.796 1.908 0.042  C2 1.227, H5 1.073
2 C -0.168 0.856 -0.007  C1 1.227, Si3 1.886
3 Si 0.845 -0.728 -0.151  C2 1.886, Br4 2.220, H6 1.591, H7 1.563
4 Br 2.839 0.229 0.041  Si3 2.220
5 H -1.572 2.573 -0.287  C1 1.073
6 H 0.933 -1.773 1.046  Si3 1.591
7 H 0.990 -1.482 -1.512  Si3 1.563